ORCA calculation (ωB97M-V with the def2-TZVPD basis set) on a structure of composition C7H25N12O9Pb at a distorted geometry.

Each line ends with the natural charge from an NBO analysis.
Cartesian coordinates (Å):
1 Pb -11.3905 5.3636 2.2160  1.201
2 O -18.6179 7.5297 2.0390  -0.669
3 C -18.2823 6.2677 1.8713  0.917
4 O -17.1988 5.8611 2.2755  -0.455
5 O -19.0492 5.5818 1.3054  -0.490
6 H -19.4842 7.5653 1.6268  0.495
7 C -20.3011 5.6177 -6.2727  0.740
8 O -20.7674 6.2508 -7.1657  -0.650
9 N -20.6828 5.8586 -5.0556  -0.838
10 N -19.8839 4.4048 -6.3701  -0.826
11 H -21.4733 6.4854 -5.0062  0.405
12 H -20.4841 5.2770 -4.2542  0.375
13 H -19.9635 4.0406 -7.3088  0.406
14 H -19.7081 3.7696 -5.6048  0.387
15 C -21.9377 11.9946 6.6398  0.748
16 O -22.8159 12.7002 7.0939  -0.659
17 N -21.0753 12.1961 5.6698  -0.845
18 N -21.8679 10.7554 7.0135  -0.824
19 H -20.8225 11.4192 5.0760  0.387
20 H -21.1510 13.1641 5.3915  0.410
21 H -21.3821 10.1776 6.3425  0.369
22 H -22.6181 10.5244 7.6491  0.415
23 C -16.1945 1.9680 8.2206  0.736
24 O -15.0869 2.5784 8.1884  -0.722
25 N -17.0191 2.0556 7.2285  -0.818
26 N -16.7114 1.3256 9.1444  -0.796
27 H -17.7925 1.4105 7.1524  0.382
28 H -16.6310 2.5541 6.4405  0.404
29 H -17.6771 1.0319 9.1797  0.402
30 H -16.0187 1.0542 9.8276  0.411
31 C -14.6226 1.2424 -2.5025  0.758
32 O -14.0053 2.0445 -1.8428  -0.694
33 N -14.0019 0.2703 -3.0516  -0.817
34 N -15.9675 1.2388 -2.6277  -0.835
35 H -13.0025 0.2776 -2.9057  0.401
36 H -14.2124 0.0120 -4.0051  0.388
37 H -16.6302 1.7404 -2.0538  0.414
38 H -16.3582 0.4489 -3.1211  0.384
39 C -20.8997 13.1991 -0.9673  0.743
40 O -21.9484 13.6778 -0.6816  -0.638
41 N -19.7528 13.8146 -0.7477  -0.837
42 N -20.6905 12.0106 -1.3745  -0.829
43 H -19.7661 14.6417 -0.1683  0.404
44 H -18.8586 13.3648 -0.8828  0.373
45 H -19.8104 11.6857 -1.7485  0.382
46 H -21.3463 11.3051 -1.0706  0.402
47 C -24.0178 1.9929 -1.9235  0.749
48 O -23.1232 1.1936 -1.7375  -0.673
49 N -24.1716 3.1275 -1.3158  -0.837
50 N -24.6702 2.0552 -3.0595  -0.829
51 H -23.3748 3.2771 -0.7134  0.404
52 H -24.6752 3.9277 -1.6711  0.388
53 H -24.5381 1.3064 -3.7243  0.419
54 H -25.3148 2.8301 -2.9966  0.379

Cartesian forces, eV/Å:
-0.364 -0.067 -0.033
0.413 1.450 0.639
1.460 3.069 1.372
2.333 -0.818 0.849
-3.375 -4.246 -2.754
-0.553 0.525 -0.113
-3.042 -0.389 0.227
0.219 2.209 -3.104
-1.033 2.713 5.344
3.210 -4.871 -2.333
0.421 0.091 0.342
-0.113 0.161 -0.364
0.479 -0.279 0.244
-0.153 0.350 -0.341
-2.536 0.043 0.602
0.338 1.918 0.143
1.598 2.950 -1.859
0.185 -3.593 1.651
0.110 0.866 -0.156
0.542 -0.325 -1.090
-0.501 -0.929 1.081
0.261 -0.925 -0.367
4.708 4.827 -3.497
-1.231 -1.463 0.519
-2.032 1.035 -4.488
-0.822 -4.253 7.290
0.263 0.356 -0.504
-0.644 -0.247 -0.156
0.542 -0.037 0.146
-0.768 -0.200 0.635
-2.082 3.157 2.502
0.500 1.738 1.531
3.007 -4.567 -3.453
-1.486 -0.543 -0.902
-0.150 0.206 0.051
-0.364 -0.293 0.157
0.737 0.224 -0.035
-0.097 0.141 0.244
0.507 2.552 1.686
-2.818 0.916 0.598
3.196 2.850 0.624
-0.187 -6.757 -2.379
-0.015 -0.021 -0.448
-0.354 0.166 0.202
-0.285 0.149 0.317
-0.040 0.146 -0.608
2.668 -1.254 -2.844
0.297 -1.103 1.405
0.623 3.268 4.660
-2.086 -0.676 -1.894
-0.479 0.592 0.357
0.317 -0.351 0.156
-0.763 0.441 -0.069
-0.558 -0.900 -1.783

E_HOMO, eV: -10.79
DFT total energy, a.u.: -1808.34365
ΔE to the lowest compared entry with this formula, charge and spin, kJ/mol: 1274.2
Total charge: +1